Here is C31H88N12O8P4S2Sb as an isolated structure in a non-equilibrium geometry from the Open Molecules 2025 dataset. Energies are from wB97M-V/def2-TZVPD.

HOMO energy   -3.80 eV
Strongest force on any atom   7.64 eV Å⁻¹
Energy   -133189.5562 eV
HOMO-LUMO gap   0.1657 Eh
Charge   -1
Lowest unoccupied orbital energy   0.712 eV

CARTESIAN COORDINATES (ANGSTROEM)
C 8.56 2.04 4.02
C 8.22 0.57 3.63
C 6.71 0.33 3.55
O 6.13 0.79 2.31
C 4.89 0.25 2.11
O 4.56 0.06 1.00
C 3.92 -0.08 3.25
S 3.35 -1.82 3.11
Sb 3.43 -2.94 5.34
O 8.93 0.12 2.47
C 9.50 -1.10 2.64
O 10.37 -1.33 3.39
C 8.97 -2.23 1.73
S 7.40 -2.93 2.33
H 8.78 2.06 5.10
H 7.67 2.67 3.88
H 9.44 2.41 3.47
H 8.57 -0.04 4.48
H 6.51 -0.74 3.67
H 6.22 0.87 4.37
H 4.29 0.17 4.25
H 3.03 0.55 3.08
H 1.74 -2.54 5.70
H 3.98 -1.48 6.16
H 5.09 -3.50 5.03
H 2.83 -4.40 4.54
H 3.48 -3.79 6.88
H 8.79 -1.79 0.74
H 9.73 -3.01 1.69
H 7.74 -3.83 3.29
O 4.15 -6.33 7.59
P 4.61 -7.71 8.02
N 5.46 -7.21 9.44
C 6.78 -7.63 9.87
C 4.66 -6.61 10.49
N 5.71 -7.95 6.71
C 7.09 -8.36 6.84
C 5.56 -7.08 5.55
N 4.78 -9.42 8.42
C 4.19 -10.29 7.37
C 4.12 -9.83 9.67
H 6.89 -8.72 9.96
H 7.03 -7.21 10.85
H 7.55 -7.25 9.19
H 4.12 -7.36 11.09
H 3.91 -5.93 10.07
H 5.27 -6.02 11.17
H 7.75 -7.51 7.04
H 7.44 -8.82 5.91
H 7.24 -9.12 7.61
H 5.99 -6.09 5.72
H 4.52 -6.96 5.27
H 6.06 -7.52 4.68
H 3.11 -10.12 7.25
H 4.35 -11.34 7.62
H 4.66 -10.13 6.40
H 3.08 -9.51 9.72
H 4.65 -9.45 10.55
H 4.15 -10.92 9.78
O -1.37 -1.97 1.57
P -1.33 -1.42 0.16
N -0.01 -0.34 0.39
C 0.09 1.04 -0.03
C 1.29 -0.95 0.71
N -2.83 -0.58 0.24
C -3.05 0.81 -0.11
C -3.75 -0.95 1.32
N -1.34 -1.16 -1.59
C -2.44 -1.92 -2.25
C -0.11 -1.56 -2.29
H -0.08 1.18 -1.11
H 1.08 1.45 0.18
H -0.61 1.67 0.51
H 1.79 -1.35 -0.18
H 1.18 -1.77 1.42
H 1.97 -0.24 1.18
H -2.79 1.48 0.72
H -4.10 0.98 -0.36
H -2.49 1.11 -1.00
H -3.45 -0.50 2.27
H -3.80 -2.03 1.44
H -4.76 -0.62 1.09
H -2.32 -3.00 -2.11
H -2.45 -1.70 -3.32
H -3.42 -1.64 -1.87
H 0.19 -2.58 -2.03
H 0.72 -0.89 -2.06
H -0.24 -1.50 -3.37
O -6.23 0.25 -3.26
P -6.20 0.72 -4.70
N -4.89 1.81 -4.53
C -4.80 3.17 -5.04
C -3.60 1.23 -4.18
N -7.71 1.55 -4.66
C -7.92 2.92 -5.09
C -8.62 1.25 -3.56
N -6.22 0.87 -6.46
C -7.31 0.07 -7.07
C -4.98 0.43 -7.14
H -4.97 3.25 -6.12
H -3.82 3.61 -4.85
H -5.50 3.83 -4.52
H -3.10 0.77 -5.04
H -3.72 0.45 -3.42
H -2.92 1.97 -3.75
H -7.66 3.64 -4.30
H -8.98 3.08 -5.34
H -7.37 3.16 -5.99
H -8.32 1.75 -2.63
H -8.66 0.18 -3.37
H -9.63 1.56 -3.80
H -7.19 -1.00 -6.87
H -7.33 0.23 -8.15
H -8.29 0.37 -6.70
H -4.68 -0.57 -6.83
H -4.16 1.12 -6.95
H -5.13 0.43 -8.22
O -4.02 6.40 -5.02
P -4.11 7.45 -6.11
N -3.67 8.80 -5.12
C -4.32 10.10 -5.07
C -2.33 8.79 -4.55
N -5.81 7.37 -6.32
C -6.72 8.50 -6.31
C -6.49 6.20 -5.79
N -4.02 8.40 -7.59
C -4.38 7.60 -8.79
C -2.68 8.96 -7.89
H -4.38 10.60 -6.04
H -3.78 10.78 -4.41
H -5.32 10.03 -4.65
H -1.57 9.09 -5.28
H -2.07 7.79 -4.20
H -2.25 9.45 -3.69
H -7.01 8.78 -5.29
H -7.64 8.25 -6.85
H -6.31 9.37 -6.83
H -6.64 6.27 -4.70
H -5.94 5.29 -6.00
H -7.48 6.07 -6.25
H -3.69 6.76 -8.93
H -4.36 8.22 -9.68
H -5.39 7.20 -8.71
H -1.90 8.20 -7.85
H -2.42 9.77 -7.21
H -2.68 9.41 -8.89

=====

Here is a 9-piece molecular cluster, C57H122ClF2N10O4S2 overall in a non-equilibrium geometry from the Open Molecules 2025 dataset. Energies are from wB97M-V/def2-TZVPD.

HOMO energy   -16.16 eV
Strongest force on any atom   8.70 eV Å⁻¹
Energy   -123754.7981 eV
Relative energy (zero: lowest compared OMol25 entry of this formula, charge and spin)   8.29 kcal/mol
HOMO-LUMO gap   0.2398 Eh
Charge   +5
Lowest unoccupied orbital energy   -9.635 eV

CARTESIAN COORDINATES (ANGSTROEM)
C -6.74 -2.20 25.10
C -7.48 -3.09 26.11
C -8.84 -3.62 25.58
C -9.42 -4.80 26.44
N -10.65 -5.56 25.79
C -11.30 -6.48 26.85
C -12.05 -5.58 27.81
C -12.52 -4.45 27.01
C -11.81 -4.57 25.62
C -10.39 -6.25 24.41
H -5.77 -1.86 25.45
H -7.18 -1.25 24.81
H -6.55 -2.83 24.22
H -7.60 -2.42 26.96
H -6.79 -3.90 26.31
H -8.73 -3.86 24.52
H -9.57 -2.82 25.47
H -9.61 -4.50 27.47
H -8.68 -5.60 26.54
H -11.89 -7.17 26.26
H -10.60 -7.15 27.35
H -12.86 -6.09 28.35
H -11.34 -5.24 28.56
H -13.58 -4.34 26.77
H -12.24 -3.54 27.55
H -12.51 -5.17 25.03
H -11.58 -3.69 25.02
H -9.72 -7.09 24.61
H -9.92 -5.54 23.73
H -11.27 -6.63 23.89
C 2.51 -1.37 30.44
C 1.04 -1.15 30.63
C 0.49 -1.60 31.95
C -0.97 -1.12 32.26
N -1.36 -1.28 33.77
C -1.28 -2.80 34.16
C -2.16 -2.87 35.35
C -3.35 -1.93 35.03
C -2.82 -0.87 34.06
C -0.42 -0.46 34.71
H 2.75 -0.86 29.51
H 2.88 -2.39 30.51
H 3.00 -0.76 31.20
H 0.70 -1.65 29.72
H 0.91 -0.08 30.51
H 0.99 -1.11 32.79
H 0.61 -2.67 32.08
H -1.73 -1.49 31.57
H -1.02 -0.05 32.06
H -0.27 -3.11 34.44
H -1.67 -3.35 33.31
H -1.64 -2.64 36.28
H -2.53 -3.89 35.43
H -3.86 -1.55 35.92
H -4.11 -2.55 34.57
H -3.02 0.15 34.37
H -3.31 -1.03 33.10
H -0.92 -0.41 35.68
H -0.35 0.56 34.34
H 0.57 -0.85 34.92
C -3.30 1.12 28.79
C -2.68 2.41 29.32
C -1.61 3.10 28.47
C -0.30 2.30 28.52
N 0.94 3.16 28.18
C 2.23 2.47 28.54
C 3.35 3.44 28.79
C 2.65 4.73 29.07
C 1.13 4.42 29.09
C 0.99 3.71 26.71
H -3.62 1.10 27.75
H -4.18 0.91 29.41
H -2.51 0.38 28.93
H -2.34 2.22 30.34
H -3.51 3.10 29.51
H -1.50 4.13 28.80
H -2.10 3.19 27.50
H -0.36 1.44 27.86
H -0.14 2.04 29.56
H 2.39 1.68 27.80
H 1.97 2.09 29.53
H 4.01 3.34 27.93
H 3.94 3.11 29.65
H 2.76 5.47 28.28
H 2.97 5.34 29.92
H 0.52 5.21 28.67
H 0.68 4.05 30.01
H 1.80 4.39 26.45
H -0.03 4.08 26.67
H 1.04 2.73 26.23
C 2.40 -12.26 30.09
C 2.15 -12.27 28.60
C 1.38 -11.08 28.07
C 1.37 -11.19 26.55
N 0.70 -10.00 25.80
C 1.37 -8.62 26.14
C 0.27 -7.64 26.70
C -0.92 -8.20 25.95
C -0.76 -9.68 26.15
C 0.90 -10.33 24.26
H 2.84 -11.30 30.38
H 2.93 -13.14 30.46
H 1.44 -12.23 30.61
H 1.57 -13.19 28.60
H 2.97 -12.48 27.91
H 1.86 -10.23 28.54
H 0.41 -11.01 28.56
H 0.87 -12.08 26.16
H 2.40 -11.12 26.22
H 1.73 -8.30 25.16
H 2.29 -8.85 26.69
H 0.47 -6.61 26.43
H 0.19 -7.83 27.77
H -0.98 -7.93 24.89
H -1.81 -7.71 26.36
H -1.45 -10.21 25.49
H -1.00 -10.07 27.14
H 1.96 -10.34 24.00
H 0.21 -9.63 23.79
H 0.51 -11.32 24.04
C -10.11 -0.20 29.49
C -9.71 -1.68 29.62
C -9.20 -2.03 31.12
C -9.08 -3.61 31.32
N -8.53 -3.90 32.76
C -9.52 -3.43 33.80
C -9.24 -4.23 35.08
C -8.87 -5.57 34.54
C -8.52 -5.40 33.03
C -7.14 -3.31 32.95
H -10.58 -0.02 28.52
H -9.24 0.45 29.57
H -10.77 0.11 30.30
H -8.95 -1.90 28.88
H -10.48 -2.40 29.33
H -10.00 -1.76 31.82
H -8.37 -1.39 31.41
H -8.20 -4.01 30.81
H -9.98 -4.10 30.94
H -9.53 -2.37 34.04
H -10.53 -3.62 33.44
H -8.37 -3.73 35.49
H -10.02 -4.16 35.84
H -8.07 -6.01 35.15
H -9.81 -6.10 34.59
H -7.55 -5.83 32.76
H -9.31 -5.88 32.46
H -6.54 -3.77 32.16
H -6.75 -3.56 33.94
H -7.06 -2.24 32.79
C -4.81 -6.46 27.96
C -4.85 -8.01 28.27
N -4.20 -8.32 29.52
C -4.30 -7.67 30.71
C -3.32 -8.09 31.58
N -2.64 -9.09 30.93
C -3.17 -9.20 29.64
C -1.50 -9.89 31.49
H -5.43 -6.35 27.07
H -3.80 -6.10 27.72
H -5.09 -5.79 28.77
H -4.44 -8.66 27.50
H -5.92 -8.20 28.39
H -5.10 -6.97 30.87
H -3.15 -7.80 32.60
H -2.80 -9.92 28.92
H -1.25 -9.45 32.45
H -0.68 -9.94 30.77
H -1.82 -10.88 31.83
C -5.63 -2.51 28.83
C -4.59 -2.16 29.92
N -3.55 -3.16 29.88
C -3.53 -4.21 30.75
C -2.37 -4.93 30.50
N -1.76 -4.34 29.47
C -2.42 -3.18 29.12
C -0.53 -4.89 28.87
H -6.50 -1.86 28.95
H -5.98 -3.53 28.71
H -5.14 -2.50 27.86
H -5.07 -2.14 30.90
H -4.11 -1.20 29.71
H -4.30 -4.46 31.45
H -2.06 -5.83 31.01
H -2.20 -2.45 28.35
H 0.33 -4.44 29.37
H -0.59 -4.75 27.79
H -0.50 -5.97 29.02
Cl 0.24 -7.03 32.29
N -1.88 -2.69 26.11
S -2.51 -3.53 24.79
O -1.46 -3.81 23.76
O -3.92 -3.52 24.31
F -2.47 -5.00 25.53
S -2.15 -1.36 25.47
O -3.54 -0.93 25.46
O -1.28 -0.94 24.40
F -1.53 -0.48 26.69

=====

Here is C56H53AgAsGeN5O3PS as an isolated structure in a non-equilibrium geometry from the Open Molecules 2025 dataset. Energies are from wB97M-V/def2-TZVPD.

HOMO energy (alpha / beta)   -7.07 / -7.75 eV
Strongest force on any atom   1.17 eV Å⁻¹
Spin multiplicity   2
Energy   -214002.1661 eV
Relative energy (zero: lowest compared OMol25 entry of this formula, charge and spin)   16.97 kcal/mol
HOMO-LUMO gap (alpha / beta)   0.2780 / 0.2359 Eh
Lowest unoccupied orbital energy (alpha / beta)   0.495 / -1.331 eV

CARTESIAN COORDINATES (ANGSTROEM)
Ag 0.58 -0.27 -0.06
N 6.43 0.91 -4.75
C 5.32 0.20 -4.31
C 4.98 0.19 -2.95
C 3.93 -0.59 -2.51
C 3.19 -1.34 -3.41
C 3.51 -1.33 -4.75
C 4.57 -0.57 -5.20
S 1.85 -2.32 -2.77
O 2.44 -3.09 -1.70
O 1.27 -3.12 -3.81
N 0.77 -1.25 -2.12
C -0.03 -0.67 -3.10
N -1.22 -0.17 -2.73
C -2.04 0.24 -3.70
C -1.72 0.22 -5.04
C -0.42 -0.17 -5.31
N 0.41 -0.59 -4.38
H 6.75 1.65 -4.16
H 6.47 1.12 -5.73
H 5.56 0.77 -2.25
H 3.69 -0.64 -1.45
H 2.91 -1.93 -5.44
H 4.82 -0.56 -6.26
H -3.00 0.63 -3.37
H -2.41 0.54 -5.81
H -0.02 -0.14 -6.33
O 1.91 2.01 -0.68
H 2.36 1.62 -1.44
H 1.32 2.68 -1.04
C 4.25 -3.14 0.95
C 3.35 -2.01 0.78
N 2.69 -1.07 0.75
H 3.76 -4.05 0.63
H 4.54 -3.20 2.00
H 5.14 -2.99 0.34
C 1.55 -1.18 3.51
C 2.97 -0.65 3.72
As 4.06 -1.95 4.74
C 5.84 -1.31 4.23
C 6.18 0.04 4.26
C 7.47 0.45 3.94
C 8.43 -0.49 3.59
C 8.10 -1.84 3.55
C 6.80 -2.24 3.87
C 4.00 -1.06 6.49
C 5.10 -1.13 7.34
C 5.07 -0.54 8.59
C 3.92 0.12 9.02
C 2.82 0.18 8.19
C 2.85 -0.41 6.93
P 0.46 0.00 2.57
C 0.57 1.37 3.77
C 0.01 1.33 5.04
C 0.25 2.36 5.94
C 1.08 3.41 5.60
C 1.68 3.44 4.34
C 1.42 2.43 3.43
C -1.14 -0.85 2.82
C -1.24 -2.12 2.25
C -2.41 -2.86 2.35
C -3.51 -2.32 3.00
C -3.44 -1.04 3.54
C -2.26 -0.31 3.45
H 1.06 -1.37 4.46
H 1.57 -2.12 2.96
H 2.97 0.31 4.24
H 3.46 -0.50 2.76
H 5.44 0.79 4.54
H 7.73 1.50 3.97
H 9.44 -0.18 3.36
H 8.84 -2.58 3.28
H 6.54 -3.29 3.84
H 6.00 -1.64 7.01
H 5.94 -0.59 9.24
H 3.89 0.58 10.00
H 1.92 0.70 8.51
H 1.98 -0.34 6.29
H -0.61 0.49 5.34
H -0.21 2.33 6.92
H 1.27 4.20 6.31
H 2.34 4.25 4.07
H 1.87 2.44 2.45
H -0.40 -2.54 1.71
H -2.47 -3.85 1.91
H -4.44 -2.88 3.07
H -4.30 -0.61 4.02
H -2.22 0.69 3.86
C -2.64 3.89 3.64
C -3.59 3.01 3.14
C -3.30 2.21 2.04
C -2.05 2.29 1.41
C -1.11 3.18 1.92
C -1.40 3.98 3.02
Ge -1.64 1.26 -0.27
C -1.30 2.84 -1.47
C -1.92 4.05 -1.19
C -1.80 5.14 -2.04
C -1.03 5.05 -3.19
C -0.37 3.86 -3.47
C -0.51 2.77 -2.62
C -3.50 0.68 -0.64
C -3.93 -0.58 -0.20
C -5.26 -0.97 -0.34
C -6.18 -0.11 -0.92
C -5.77 1.14 -1.36
C -4.44 1.53 -1.22
H -2.86 4.50 4.51
H -4.56 2.94 3.61
H -4.05 1.53 1.66
H -0.15 3.28 1.42
H -0.65 4.67 3.40
H -2.52 4.15 -0.28
H -2.31 6.07 -1.81
H -0.94 5.89 -3.86
H 0.24 3.77 -4.37
H 0.01 1.85 -2.87
H -3.22 -1.25 0.25
H -5.57 -1.95 0.00
H -7.21 -0.42 -1.03
H -6.49 1.82 -1.81
H -4.14 2.51 -1.57

=====

Here is C9H4Br2CaNOSe2Te2 as an isolated structure from the Open Molecules 2025 dataset. Energies are from wB97M-V/def2-TZVPD.

HOMO energy   -4.06 eV
Strongest force on any atom   0.56 eV Å⁻¹
Energy   -316745.6512 eV
Relative energy (zero: lowest compared OMol25 entry of this formula, charge and spin)   2.45 kcal/mol
HOMO-LUMO gap   0.2294 Eh
Charge   -1
Lowest unoccupied orbital energy   2.181 eV

CARTESIAN COORDINATES (ANGSTROEM)
Ca -2.47 0.26 -1.14
Br -1.50 -0.59 3.91
C -0.25 -0.53 2.51
C 1.11 -0.48 2.84
C 2.07 -0.43 1.89
Br 3.90 -0.37 2.39
C 1.71 -0.43 0.51
C 2.64 -0.40 -0.55
C 2.21 -0.40 -1.84
C 0.82 -0.42 -2.08
N -0.07 -0.45 -1.13
C 0.34 -0.46 0.18
C -0.71 -0.51 1.19
O -1.94 -0.53 0.85
H 1.38 -0.48 3.89
H 3.70 -0.37 -0.33
H 2.90 -0.38 -2.67
H 0.45 -0.40 -3.10
Se -4.77 -0.54 -2.64
Te -5.56 1.39 -1.20
Te -4.14 3.50 -2.13
Se -1.81 3.02 -1.33